{"formula": "C2H9N4O", "method": "ωB97M-V/def2-TZVPD", "total_energy_ha": -375.466831, "orbital_gap_ev": 9.40, "total_charge": 1, "e_lumo_ev": -3.23, "homo_energy_ev": -12.6, "elements": ["O", "N", "N", "N", "N", "C", "C", "H", "H", "H", "H", "H", "H", "H", "H", "H"], "positions_angstrom": [[-2.834, 1.264, -0.660], [2.973, 0.539, -0.353], [4.079, 0.172, 0.097], [-1.850, 0.297, -0.240], [0.373, -0.157, -0.079], [-0.615, 0.640, -0.463], [-2.262, -0.944, 0.533], [-3.633, 0.804, -0.897], [-3.278, -1.231, 0.214], [-0.182, 1.550, -0.882], [4.241, -0.317, 1.037], [-2.061, -0.870, 1.566], [1.357, 0.202, -0.290], [0.315, -0.694, 0.753], [4.989, 0.385, -0.358], [-1.613, -1.640, 0.022]]}


{"formula": "C4H4N2O", "method": "ωB97M-V/def2-TZVPD", "total_energy_ha": -339.371115, "orbital_gap_ev": [9.19, 9.19], "smiles": "C=[NH+][O-].C#CC#N", "e_lumo_ev": [0.31, 0.31], "homo_energy_ev": [-8.9, -8.9], "elements": ["O", "N", "N", "C", "C", "C", "C", "H", "H", "H", "H"], "positions_angstrom": [[-0.155, 0.858, -0.427], [-0.816, -0.072, 0.045], [1.591, -1.892, -0.074], [3.981, 1.017, 0.260], [-2.106, -0.081, 0.302], [3.283, 0.043, 0.064], [2.263, -0.959, -0.018], [-0.325, -1.007, 0.365], [-2.583, 0.874, -0.125], [-2.479, -0.797, 1.115], [4.629, 1.767, 0.134]]}


{"formula": "C5H8FNO", "method": "ωB97M-V/def2-TZVPD", "total_energy_ha": -425.014729, "orbital_gap_ev": 8.92, "e_lumo_ev": 0.19, "homo_energy_ev": -8.7, "elements": ["F", "O", "N", "C", "C", "C", "C", "C", "H", "H", "H", "H", "H", "H", "H", "H"], "positions_angstrom": [[1.325, 2.037, 0.273], [-2.145, 0.190, 0.347], [1.313, -0.496, 0.747], [0.069, 0.408, -0.933], [-0.087, 0.055, 1.110], [1.243, -0.513, -0.696], [0.109, 1.376, 0.309], [-0.958, -0.461, -0.063], [-0.251, -0.167, 2.247], [1.010, -1.552, -1.034], [2.340, -0.179, -1.009], [-1.142, -1.599, -0.535], [-0.767, 2.024, 0.360], [1.296, -1.557, 0.876], [-0.218, 0.836, -1.948], [-3.138, -0.402, -0.051]]}


{"formula": "C33H72BrFN2O9S8", "method": "ωB97M-V/def2-TZVPD", "total_energy_ha": -7945.917129, "orbital_gap_ev": 8.07, "e_lumo_ev": -0.48, "homo_energy_ev": -8.5, "elements": ["Br", "S", "S", "S", "S", "S", "S", "S", "S", "F", "O", "O", "O", "O", "O", "O", "O", "O", "O", "N", "N", "C", "C", "C", "C", "C", "C", "C", "C", "C", "C", "C", "C", "C", "C", "C", "C", "C", "C", "C", "C", "C", "C", "C", "C", "C", "C", "C", "C", "C", "C", "C", "C", "C", "H", "H", "H", "H", "H", "H", "H", "H", "H", "H", "H", "H", "H", "H", "H", "H", "H", "H", "H", "H", "H", "H", "H", "H", "H", "H", "H", "H", "H", "H", "H", "H", "H", "H", "H", "H", "H", "H", "H", "H", "H", "H", "H", "H", "H", "H", "H", "H", "H", "H", "H", "H", "H", "H", "H", "H", "H", "H", "H", "H", "H", "H", "H", "H", "H", "H", "H", "H", "H", "H", "H", "H"], "positions_angstrom": [[-3.469, -6.780, 1.971], [8.719, -2.543, 2.706], [-2.565, 4.524, -0.437], [9.136, -4.099, -3.141], [-9.274, 0.275, 3.713], [-0.652, -0.627, 1.918], [-6.005, 5.099, 4.096], [3.798, -2.841, -6.110], [-6.173, 9.003, 0.255], [-3.991, -3.399, -1.274], [-2.412, 3.032, -0.479], [8.183, -4.067, -1.983], [4.811, -1.773, -5.821], [-2.154, -5.527, -0.257], [-5.260, 7.820, 0.127], [-9.161, 1.760, 3.535], [4.966, -1.143, 1.545], [-6.944, 6.212, 4.456], [8.094, -3.897, 2.542], [-6.080, -1.149, 0.891], [0.009, -3.358, 0.074], [0.587, 1.785, 1.098], [-1.012, -0.154, -2.080], [0.062, -1.026, -3.016], [10.316, -2.777, 3.523], [9.395, -2.058, 1.100], [-5.103, -1.872, 0.383], [-2.258, -0.464, 0.895], [-2.912, -5.209, 0.796], [-2.394, 5.040, 1.288], [4.702, -4.335, -6.581], [-2.411, -1.655, -0.222], [-0.033, 1.056, 2.456], [10.563, -3.080, -2.700], [-6.050, 3.893, 5.444], [8.488, -2.983, -4.409], [3.660, -0.819, 2.142], [-3.680, -2.668, 0.011], [-3.390, -3.708, 1.245], [4.732, -3.297, -1.300], [-8.707, -0.501, 2.181], [5.098, -2.626, 1.360], [-6.840, 4.056, 2.878], [-5.682, 9.910, 1.742], [-2.397, -0.966, -1.747], [2.500, -2.257, -2.562], [3.234, -2.600, -1.123], [-7.750, 8.405, 0.907], [-0.987, -2.529, -0.152], [1.529, -0.928, -2.267], [3.112, -2.509, -7.750], [5.791, -2.834, -0.112], [-11.017, -0.165, 3.516], [-4.330, 4.894, -0.574], [-2.669, -3.204, 2.048], [4.605, -4.475, -1.159], [7.561, -3.407, -4.803], [5.246, -4.703, -5.706], [9.214, -2.889, -5.220], [-11.124, -1.252, 3.521], [1.151, 1.021, 0.405], [-8.402, 9.255, 1.126], [-0.323, -2.143, -3.122], [6.368, -1.852, -0.468], [10.230, -2.093, -2.369], [-0.811, 1.722, 3.021], [10.039, -2.850, 0.711], [-4.692, 10.343, 1.575], [6.550, -3.747, 0.005], [-6.235, 3.168, 2.680], [1.350, 2.621, 1.456], [2.118, 0.003, -2.668], [-9.233, -0.070, 1.326], [3.371, -1.950, -3.314], [10.136, -3.122, 4.544], [11.224, -2.982, -3.565], [3.595, -1.129, 3.284], [-8.886, -1.578, 2.228], [-1.363, 4.860, 1.605], [2.456, -3.331, -8.047], [-1.318, 0.772, -2.768], [-4.431, -3.843, 1.814], [-0.494, 0.295, -1.131], [-7.583, 7.817, 1.813], [3.484, 0.342, 2.009], [1.332, -0.898, -1.096], [-3.120, -0.403, 1.683], [-2.617, 6.106, 1.375], [10.854, -1.827, 3.553], [-0.320, 2.322, 0.571], [1.870, -3.181, -2.979], [-3.272, -0.190, -1.741], [-5.608, 4.350, 6.333], [0.128, -0.584, -4.112], [-6.957, 4.626, 1.952], [8.564, -1.895, 0.407], [3.918, -2.391, -8.478], [5.413, -4.107, -7.379], [11.104, -3.571, -1.886], [-2.555, -1.748, -2.603], [-3.072, 4.461, 1.920], [3.997, -5.100, -6.914], [5.804, -2.984, 2.242], [-7.634, -0.318, 2.074], [0.895, 0.934, 3.190], [-7.825, 3.763, 3.248], [-6.399, 10.711, 1.935], [10.905, -3.526, 2.987], [-8.222, 7.775, 0.150], [-5.640, 9.231, 2.597], [-7.083, 3.610, 5.659], [2.596, -3.387, -0.509], [-2.157, 0.593, 0.359], [-11.404, 0.246, 2.581], [8.281, -2.002, -3.975], [-4.492, 5.964, -0.428], [2.762, -1.356, 1.569], [-4.667, 4.611, -1.574], [5.155, -3.150, -2.387], [-4.891, 4.325, 0.171], [4.052, -3.132, 1.496], [-11.578, 0.256, 4.355], [-5.469, 3.011, 5.165], [2.531, -1.584, -7.702], [9.962, -1.131, 1.207], [3.332, -1.565, -0.542]]}


{"formula": "C22H28AgN7O2S", "method": "ωB97M-V/def2-TZVPD", "total_energy_ha": -1934.125149, "orbital_gap_ev": 7.20, "total_charge": -2, "e_lumo_ev": 4.80, "homo_energy_ev": -2.4, "elements": ["Ag", "S", "O", "O", "N", "N", "N", "N", "N", "N", "N", "C", "C", "C", "C", "C", "C", "C", "C", "C", "C", "C", "C", "C", "C", "C", "C", "C", "C", "C", "C", "C", "C", "H", "H", "H", "H", "H", "H", "H", "H", "H", "H", "H", "H", "H", "H", "H", "H", "H", "H", "H", "H", "H", "H", "H", "H", "H", "H", "H", "H"], "positions_angstrom": [[0.591, -1.670, 1.178], [0.627, 2.198, -5.537], [-3.111, -0.604, 3.464], [-0.921, -0.692, 2.936], [0.588, 3.066, 0.390], [1.258, 0.783, 0.888], [-1.546, -0.934, 0.295], [2.854, 2.325, -0.105], [2.378, -3.381, -2.345], [2.145, 2.620, 2.214], [0.391, 0.806, -3.087], [2.856, -2.705, -1.136], [0.490, 1.380, -4.099], [3.706, -4.676, 0.112], [0.983, -3.762, -2.194], [-1.823, -0.880, -1.008], [-3.107, -0.677, -1.487], [1.962, -3.307, 1.163], [3.240, 2.728, 1.244], [2.516, -2.488, -3.486], [2.377, 0.934, -0.051], [1.037, 3.450, 1.724], [2.837, -3.583, 0.095], [-3.844, -0.574, 0.783], [-2.524, -0.760, 1.183], [2.038, -4.208, 2.242], [0.165, 1.657, 0.434], [2.901, -5.297, 2.272], [-4.137, -0.537, -0.569], [3.746, -5.539, 1.195], [1.724, 3.161, -0.533], [1.684, 1.222, 2.216], [-2.147, -0.692, 2.683], [-4.589, -0.447, 1.554], [-0.137, 1.352, -0.568], [4.424, -6.387, 1.200], [1.389, -4.053, 3.099], [0.654, -4.302, -3.085], [2.913, -5.959, 3.133], [4.346, -4.853, -0.748], [4.066, 2.094, 1.579], [3.582, 3.768, 1.218], [0.863, -4.403, -1.322], [-0.985, -0.955, -1.691], [2.183, -2.997, -4.394], [-0.670, 1.547, 1.127], [-5.156, -0.380, -0.906], [0.843, 1.104, 2.902], [3.566, -2.213, -3.613], [2.056, 4.203, -0.579], [1.402, 2.837, -1.523], [2.251, -1.810, -0.930], [1.367, 4.494, 1.701], [0.331, -2.884, -2.061], [2.501, 0.578, 2.552], [-3.276, -0.615, -2.554], [1.923, -1.566, -3.379], [3.879, -2.371, -1.344], [2.046, 0.640, -1.048], [3.196, 0.286, 0.273], [0.200, 3.358, 2.420]]}